1 | This record from OMol25 describes C5H7NS2 as an isolated structure. The level of theory is ωB97M-V/def2-TZVPD.

Structure (XYZ):
```
15
Properties=species:S:1:pos:R:3:lowdin_charge:R:1
S -1.11 -1.01 0.11 0.709
S -3.71 -0.50 0.33 0.625
N -0.92 1.08 0.22 -0.038
C 1.62 -0.41 -0.25 -0.236
C -2.04 1.69 0.13 -0.401
C -3.37 1.13 0.06 -0.562
C 3.06 -0.79 -0.12 -0.093
C 0.63 -1.22 0.22 -0.529
H 0.82 -2.05 0.91 0.050
H 1.37 0.38 -1.02 0.113
H 3.75 -0.06 0.18 0.058
H -4.24 1.69 -0.23 0.029
H 3.07 -1.65 0.56 0.082
H -2.02 2.84 -0.02 0.136
H 3.09 -1.12 -1.09 0.057
```

Values from the calculation:
**Highest occupied orbital energy**: -8.3 eV
**LUMO energy**: -1.5 eV
**Molecular weight**: 145.3 u
**Net charge**: 0

2 | This record from OMol25 describes C5H7NS2 as an isolated structure. The level of theory is ωB97M-V/def2-TZVPD.

Structure (XYZ):
```
15
Properties=species:S:1:pos:R:3:lowdin_charge:R:1
S 0.16 -0.20 -2.95 0.552
S 2.47 -0.26 -1.28 0.786
N 0.13 1.39 0.48 0.012
C 0.28 -0.85 1.08 -0.089
C 0.71 -0.02 -1.30 -0.981
C -1.51 -0.15 -0.42 -0.164
C 0.33 -1.37 2.28 0.083
C -0.18 0.11 -0.06 -0.858
H -1.87 0.96 -0.85 0.125
H 0.59 -1.53 3.46 0.100
H 2.35 -0.46 -0.07 -0.217
H 1.23 1.77 0.37 0.172
H -1.63 -1.01 -1.38 0.118
H -0.64 2.18 0.10 0.169
H -2.41 -0.56 0.54 0.191
```

Values from the calculation:
**Highest occupied orbital energy**: -8.6 eV
**LUMO energy**: -0.7 eV
**Molecular weight**: 145.3 u
**Net charge**: 0

How do the energies compare? Relative to the most stable structure, in kcal/mol: 1 0.0; 2 72.7.

1 | This record from OMol25 describes C5H7NS2 as an isolated structure. The level of theory is ωB97M-V/def2-TZVPD.

Structure (XYZ):
```
15
Properties=species:S:1:pos:R:3:lowdin_charge:R:1
S 2.64 -0.71 -0.07 0.789
S -2.76 -0.71 -0.02 0.643
N -0.92 1.14 -0.68 0.039
C -1.31 0.02 0.00 -0.862
C 0.49 1.04 1.17 -0.115
C 0.96 -0.24 -0.47 -0.589
C -0.04 -0.32 0.75 -0.285
C 0.53 1.25 -0.38 -0.253
H 1.04 2.12 -0.86 0.155
H -0.06 -1.18 1.37 0.127
H 1.52 1.10 1.63 0.108
H -1.39 1.50 -1.46 0.119
H 0.57 -0.70 -1.44 0.137
H 3.07 -0.34 -1.26 -0.142
H -0.15 1.68 1.83 0.129
```

Values from the calculation:
**Highest occupied orbital energy**: -8.4 eV
**LUMO energy**: 0.6 eV
**Molecular weight**: 145.3 u
**Net charge**: 0

2 | This record from OMol25 describes one molecule with the formula C5H7NS2. The level of theory is ωB97M-V/def2-TZVPD.

Structure (XYZ):
```
15
Properties=species:S:1:pos:R:3:lowdin_charge:R:1
S 3.09 -0.73 0.04 0.562
S -0.87 -2.19 -0.59 0.778
N 0.86 0.47 -1.16 0.014
C 0.17 -1.10 0.47 -0.669
C -1.04 1.13 0.27 -0.086
C 1.36 -0.41 -0.16 -0.719
C -0.56 0.02 1.20 -0.209
C -0.28 1.36 -0.81 -0.065
H -1.50 -0.41 1.71 0.142
H -1.99 1.59 0.45 0.098
H 0.16 0.41 1.90 0.114
H 1.62 0.77 -1.60 0.036
H -0.14 2.04 -1.61 0.104
H 0.54 -1.71 1.23 0.057
H -1.39 -1.24 -1.34 -0.155
```

Values from the calculation:
**Highest occupied orbital energy**: -8.7 eV
**Structure (SMILES)**: S=C1NC=CC[C@H]1S
**LUMO energy**: -0.4 eV
**Molecular weight**: 145.3 u
**Net charge**: 0

How do the energies compare? Relative to the most stable structure, in kcal/mol: 1 0.0; 2 10.2.

1 | This record from OMol25 describes a 3-piece molecular cluster, C3HO2S3 overall. The level of theory is ωB97M-V/def2-TZVPD.

Structure (XYZ):
```
9
Properties=species:S:1:pos:R:3:lowdin_charge:R:1
S -1.35 2.27 -0.42 0.478
S 1.00 -1.42 -0.23 0.454
S 2.43 1.04 0.14 0.538
O -2.05 -1.63 0.92 0.145
O -1.92 -1.03 -1.32 0.111
C -1.94 -1.32 -0.20 -0.565
C 1.01 0.16 0.05 -1.327
C -0.75 1.60 0.84 -0.650
H 3.56 0.33 0.23 -0.185
```

Values from the calculation:
**Highest occupied orbital energy**: -2.6 eV
**LUMO energy**: 3.3 eV
**Molecular weight**: 165.2 u
**Net charge**: -1

2 | This record from OMol25 describes a 2-piece molecular cluster, C3HO2S3 overall. The level of theory is ωB97M-V/def2-TZVPD.

Structure (XYZ):
```
9
Properties=species:S:1:pos:R:3:lowdin_charge:R:1
S 1.04 0.57 -0.29 0.508
S -0.31 -0.35 2.24 0.622
S -2.06 2.92 0.40 0.449
O 0.85 -0.96 -2.90 0.136
O 0.31 -2.30 -1.12 0.134
C -0.22 0.71 0.82 -1.257
C -0.81 2.14 0.99 -0.808
C 0.59 -1.53 -1.93 -0.617
H 0.61 -1.20 1.79 -0.167
```

Values from the calculation:
**Highest occupied orbital energy (alpha / beta)**: -2.7 / -2.7 eV
**LUMO energy (alpha / beta)**: 3.2 / 3.2 eV
**Molecular weight**: 165.2 u
**Net charge**: -1

How do the energies compare? Relative to the most stable structure, in kcal/mol: 1 41.3; 2 0.0.

1 | This record from OMol25 describes a 3-piece molecular cluster, C3H12N4 overall. The level of theory is ωB97M-V/def2-TZVPD.

Structure (XYZ):
```
19
Properties=species:S:1:pos:R:3:lowdin_charge:R:1
N -1.06 -0.84 0.68 -0.065
N 0.14 1.20 2.09 -0.075
N -2.07 -0.99 -0.22 -0.043
N 1.34 0.63 1.89 -0.065
C 1.08 -1.23 -1.29 -0.023
C 0.64 -0.19 -0.55 -0.350
C 0.21 1.11 -1.16 -0.111
H 0.77 1.94 -0.72 0.070
H -0.85 1.30 -1.00 0.057
H -0.66 0.61 1.84 0.045
H -0.57 -1.73 0.72 0.055
H -1.79 -1.33 -1.14 0.089
H 0.11 2.15 1.74 0.079
H 1.17 -1.17 -2.37 0.049
H 0.39 1.13 -2.24 0.072
H 1.41 -2.15 -0.83 0.047
H 1.11 -0.01 0.53 0.041
H 1.28 -0.30 2.30 0.052
H -2.64 -0.16 -0.29 0.077
```

Values from the calculation:
**Highest occupied orbital energy (alpha / beta)**: -7.5 / -7.8 eV
**LUMO energy (alpha / beta)**: -0.1 / 0.7 eV
**Molecular weight**: 104.2 u
**Net charge**: 0

2 | This record from OMol25 describes a 2-piece molecular cluster, C3H12N4 overall. The level of theory is ωB97M-V/def2-TZVPD.

Structure (XYZ):
```
19
Properties=species:S:1:pos:R:3:lowdin_charge:R:1
N -2.35 -0.31 1.18 0.036
N -1.59 0.61 1.73 -0.140
N -1.29 1.58 0.94 -0.015
N 0.03 -0.27 -0.57 -0.203
C 1.47 -0.29 -0.46 -0.341
C -0.43 -0.88 -1.80 -0.172
C 1.94 0.46 0.78 -0.114
H 1.96 0.15 -1.35 0.105
H -0.45 0.75 -0.24 0.104
H 1.67 1.52 0.71 0.058
H -0.09 -0.36 -2.71 0.072
H 1.80 -1.33 -0.40 0.107
H -0.76 2.26 1.49 0.054
H -2.47 -0.30 0.16 0.087
H 3.02 0.38 0.89 0.066
H -2.33 -1.21 1.63 0.103
H -0.06 -1.91 -1.86 0.075
H -1.52 -0.92 -1.81 0.056
H 1.46 0.05 1.67 0.064
```

Values from the calculation:
**Highest occupied orbital energy**: -8.0 eV
**Structure (SMILES)**: [H]/N=N/N.CCNC
**LUMO energy**: 1.1 eV
**Molecular weight**: 104.2 u
**Net charge**: 0

How do the energies compare? Relative to the most stable structure, in kcal/mol: 1 81.5; 2 0.0.

1 | This record from OMol25 describes C45H43HfN3OS4Te as an isolated structure. The level of theory is ωB97M-V/def2-TZVPD.

Structure (XYZ):
```
98
Properties=species:S:1:pos:R:3:lowdin_charge:R:1
Hf -1.04 1.23 1.05 1.057
Te 0.56 -1.42 -0.69 1.665
S -1.60 3.91 0.36 0.892
S 0.91 -0.16 2.26 0.904
S -1.13 2.39 3.33 0.621
S 0.38 1.67 -1.10 0.630
O -1.94 -0.23 2.18 -0.283
N -1.53 -0.50 0.03 -0.315
N -3.40 1.61 0.68 0.118
N 1.18 2.81 1.48 -0.010
C 1.13 -0.62 4.90 -0.108
C -0.42 1.49 5.75 -0.114
C -6.65 0.37 0.95 -0.071
C -1.63 3.57 -1.40 -0.541
C -2.06 -3.41 0.34 -0.052
C -4.45 1.49 1.13 -0.122
C 1.55 -2.94 -3.15 -0.301
C -2.61 4.11 -3.53 -0.071
C 2.45 0.83 2.09 -0.309
C 4.31 0.41 -2.14 -0.065
C 4.97 -0.85 -0.21 -0.048
C -0.14 -1.83 -5.05 -0.004
C 3.41 -2.35 1.03 -0.076
C -2.39 -2.92 2.68 -0.007
C 1.84 4.99 2.21 -0.004
C -2.33 -4.74 0.60 -0.065
C -2.55 4.28 -2.16 -0.103
C 1.16 -2.92 -6.92 -0.040
C -5.76 1.39 1.68 -0.190
C -0.33 -1.53 -3.71 -0.292
C 0.56 -2.03 -2.76 -0.319
C 2.43 -3.66 -2.19 -0.062
C 3.01 -0.03 -1.96 -0.164
C 0.04 4.75 0.52 -0.328
C 5.29 0.01 -1.24 -0.064
C 0.53 0.22 3.97 -0.483
C -2.10 -2.49 1.38 -0.172
C 3.67 -1.33 -0.04 -0.365
C -1.69 3.27 -4.15 -0.066
C -2.63 -5.17 1.89 -0.065
C 1.71 -3.21 -4.50 -0.007
C 0.20 0.68 6.67 -0.069
C 0.90 -2.64 -5.47 -0.256
C -0.75 2.66 -2.01 -0.632
C 2.87 4.45 2.96 -0.022
C 1.04 4.14 1.45 -0.353
C -0.77 2.57 -3.40 -0.121
C -1.54 -0.73 -3.32 -0.061
C 3.09 3.09 2.91 0.005
C -2.65 -4.25 2.93 -0.063
C -0.29 1.28 4.37 -0.646
C 2.21 2.30 2.17 -0.323
C 2.68 -0.89 -0.92 -0.426
C 0.97 -0.40 6.25 -0.076
C -1.87 -1.06 1.16 -0.681
H 2.23 0.28 -2.65 0.069
H 0.09 0.89 7.72 0.109
H 1.66 6.05 2.20 0.120
H 4.56 1.05 -2.97 0.108
H 6.31 0.36 -1.36 0.107
H 2.65 -4.65 -2.57 0.091
H -1.02 2.33 6.07 0.099
H 3.14 0.49 2.86 0.102
H 3.37 -3.13 -2.05 0.087
H -2.85 -6.20 2.08 0.109
H -1.85 -3.08 -0.67 0.089
H 1.44 -1.05 6.97 0.106
H 3.92 -3.28 0.77 0.093
H -0.19 5.77 0.83 0.086
H -5.65 1.10 2.73 0.139
H -2.41 -1.38 -3.40 0.097
H 3.80 -2.02 1.99 0.081
H -6.22 2.38 1.65 0.135
H -2.31 -5.47 -0.20 0.109
H -1.47 -0.36 -2.30 0.008
H 1.74 -1.43 4.54 0.105
H -0.83 -1.43 -5.78 0.123
H -6.76 0.65 -0.10 0.084
H 1.94 -3.75 -1.21 0.047
H -6.22 -0.63 1.01 0.082
H -2.88 -4.57 3.93 0.108
H -3.21 4.97 -1.67 0.103
H 3.91 2.64 3.44 0.121
H 0.91 -3.96 -7.14 0.088
H 2.85 0.57 1.11 0.069
H 2.34 -2.56 1.12 0.022
H -3.34 4.65 -4.11 0.108
H 3.49 5.09 3.58 0.118
H 0.57 -2.28 -7.56 0.078
H -1.69 3.16 -5.23 0.112
H -2.39 -2.19 3.48 0.120
H 0.45 4.78 -0.50 0.103
H -0.04 1.94 -3.89 0.106
H -7.63 0.35 1.41 0.082
H -1.69 0.10 -4.00 0.070
H 5.74 -1.18 0.48 0.118
H 2.50 -3.89 -4.80 0.127
H 2.21 -2.78 -7.15 0.085
```

Values from the calculation:
**<S²>**: 0.756
**Highest occupied orbital energy (alpha / beta)**: -9.3 / -9.8 eV
**LUMO energy (alpha / beta)**: -2.3 / -3.9 eV
**Molecular weight**: 1076.2 u
**Net charge**: +1
**Spin multiplicity**: 2

2 | This record from OMol25 describes C45H43HfN3OS4Te as an isolated structure. The level of theory is ωB97M-V/def2-TZVPD.

Structure (XYZ):
```
98
Properties=species:S:1:pos:R:3:lowdin_charge:R:1
Hf 0.54 -0.90 1.52 1.281
Te -0.38 2.21 -0.58 1.538
S 3.04 -0.96 0.14 0.931
S -0.69 -2.68 2.84 0.571
S 1.02 -4.14 0.26 0.699
S 2.11 -3.59 1.98 0.582
O 0.00 0.32 3.15 -0.226
N 0.11 -1.14 -0.46 -0.153
N 2.35 -0.76 3.09 0.076
N 0.15 1.17 1.13 -0.364
C -4.28 -0.06 -0.81 -0.009
C 0.75 3.82 -4.68 -0.022
C -3.27 -1.95 -1.96 -0.003
C 3.44 -0.81 5.47 -0.173
C -3.02 0.39 -0.10 -0.397
C -3.37 1.51 0.87 -0.053
C -1.67 2.74 -3.87 -0.189
C -2.45 -6.09 0.34 -0.078
C -1.29 -0.84 -0.63 -0.404
C -4.37 -1.23 -1.54 -0.095
C -0.39 5.74 -5.87 -0.040
C 0.30 3.94 5.17 -0.060
C -2.28 -0.84 0.55 -0.056
C 0.36 2.76 4.45 -0.016
C 3.66 -3.52 1.13 -0.617
C -0.57 -4.64 0.82 -0.593
C -1.14 -5.70 0.11 -0.117
C 2.16 2.23 -3.54 -0.059
C -1.60 3.94 -4.58 -0.018
C 2.29 -1.42 -1.48 -0.347
C 4.53 -4.60 1.24 -0.088
C -3.19 -5.44 1.31 -0.072
C 0.75 2.63 -3.96 -0.210
C -0.80 5.01 3.31 -0.058
C -0.14 2.71 3.15 -0.148
C -0.48 1.99 -3.62 -0.160
C 5.31 -2.36 -0.20 -0.088
C -0.02 1.41 2.43 -0.536
C -2.63 -4.40 2.04 -0.123
C -0.41 4.47 -5.06 -0.258
C 0.90 -0.86 -1.59 -0.388
C -0.61 0.45 -3.30 -0.193
C 4.05 -2.39 0.40 -0.528
C 6.17 -3.45 -0.09 -0.054
C -1.32 -3.97 1.80 -0.650
C 5.78 -4.57 0.63 -0.054
C -0.28 5.07 4.60 -0.062
C 2.47 -0.28 6.54 -0.070
C 2.84 -0.77 4.12 -0.106
C -3.09 2.41 -3.41 -0.042
C 0.62 -0.25 -2.75 -0.052
C -1.74 0.61 -1.05 -0.429
C -0.72 3.84 2.58 -0.050
C -1.86 0.12 -2.50 -0.223
C -1.89 -1.37 -1.98 -0.121
H -0.34 5.99 5.17 0.112
H 1.71 4.27 -4.94 0.121
H -2.87 -6.91 -0.23 0.109
H -0.75 0.01 -4.29 0.163
H -3.59 1.69 -4.07 0.100
H 7.14 -3.41 -0.57 0.116
H -4.21 -5.74 1.52 0.110
H -1.21 5.76 -6.59 0.081
H 5.61 -1.48 -0.76 0.114
H 4.22 -5.47 1.81 0.114
H 2.29 -2.51 -1.50 0.058
H 0.70 3.99 6.18 0.109
H 3.71 -1.85 5.67 0.126
H 2.77 3.14 -3.49 0.078
H -0.53 -6.22 -0.63 0.103
H 0.78 1.87 4.89 0.097
H 0.55 5.84 -6.42 0.078
H -1.13 3.80 1.58 0.026
H -2.87 -1.75 0.69 0.119
H 2.32 0.79 6.43 0.070
H 1.51 -0.78 6.48 0.089
H -5.18 0.53 -0.64 0.116
H 1.42 -0.32 -3.46 0.107
H -2.77 0.38 -3.03 0.099
H -3.42 -2.93 -2.41 0.107
H -1.26 5.89 2.87 0.113
H -1.86 -0.56 1.52 0.051
H -3.20 -3.90 2.81 0.106
H 2.90 -0.46 7.52 0.084
H -3.15 2.03 -2.39 0.053
H 2.20 1.77 -2.56 0.037
H -2.56 1.70 1.58 0.051
H 2.94 -1.05 -2.27 0.090
H -4.26 1.24 1.44 0.098
H 6.45 -5.42 0.72 0.116
H 4.36 -0.24 5.45 0.126
H -3.68 3.33 -3.43 0.084
H -2.52 4.47 -4.78 0.121
H -1.20 -2.03 -2.49 0.147
H -5.36 -1.60 -1.78 0.111
H 2.65 1.57 -4.26 0.089
H -0.50 6.62 -5.23 0.086
H -3.57 2.44 0.33 0.085
```

Values from the calculation:
**<S²>**: 0.781
**Highest occupied orbital energy (alpha / beta)**: -9.2 / -9.7 eV
**LUMO energy (alpha / beta)**: -2.5 / -2.5 eV
**Molecular weight**: 1076.2 u
**Net charge**: +1
**Spin multiplicity**: 2

How do the energies compare? Relative to the most stable structure, in kcal/mol: 1 0.0; 2 66.1.